P | DFT (wB97M-V/def2-TZVPD) results for a 2-piece molecular cluster, C3H8O2S2 overall.

```
15
Properties=species:S:1:pos:R:3
S 0.025 1.092 -2.340
H -0.866 2.500 0.072
H 1.041 0.289 -1.946
C 1.354 -2.329 -0.548
C -0.719 1.499 0.507
O 2.334 -3.224 -0.999
H -1.093 1.989 2.564
H 0.724 -1.946 -1.387
H 2.477 -3.069 -1.945
H -2.593 1.617 1.674
H 0.357 1.341 0.657
S -1.362 0.526 -0.856
H -1.471 0.295 2.155
O 1.311 -1.921 0.595
C -1.520 1.340 1.795
```

Calculated values
- LUMO energy: 0.2 eV
- SMILES: CCSS.O=CO
- Multiplicity: 1
- HOMO-LUMO gap: 9.257 eV

=====

Q | DFT (wB97M-V/def2-TZVPD) results for C3H8O2S2 in the gas phase.

```
15
Properties=species:S:1:pos:R:3
H 0.971 1.586 0.833
H 1.531 -0.779 1.951
S 2.529 -0.111 1.288
S 0.102 -1.801 -0.555
H 1.649 1.055 -0.660
H -0.203 -0.801 1.858
H -1.108 1.825 -0.611
C -1.126 0.708 -0.913
C 1.253 0.679 0.223
H -0.654 -2.316 0.542
O -0.926 0.434 -2.317
H -1.045 -0.505 -2.466
H -2.164 0.262 -0.543
O -0.720 -0.176 1.309
C -0.089 -0.061 0.061
```

Calculated values
- LUMO energy: 0.4 eV
- SMILES: OC[C@@](O)(S)CS
- Multiplicity: 1
- HOMO-LUMO gap: 9.569 eV

=====

Tell me which of them is the least stable. Sure, it is Q.

=====

P | DFT (wB97M-V/def2-TZVPD) results for C26H32N4O3S as an isolated structure.

```
66
Properties=species:S:1:pos:R:3
C -2.199 1.223 -0.605
C -0.213 -1.014 0.598
H -3.922 0.999 2.326
N -1.896 0.562 -1.738
N -2.751 0.864 0.471
O 4.448 -0.988 0.430
C -1.309 0.466 -2.926
H -1.227 1.284 5.266
C -0.128 1.667 -4.577
H -2.237 -0.279 -1.632
H -0.871 5.487 4.281
H -0.656 -4.489 -0.589
H 2.425 0.073 0.901
O -2.715 -3.334 -0.436
H 0.876 0.641 -6.096
H -0.310 -3.189 -3.800
N -0.342 -3.385 -0.595
H -0.113 -1.460 -5.246
C -1.420 -3.046 -3.611
O -1.593 -1.625 -3.030
C 5.739 -1.617 0.134
C 0.202 0.859 -5.449
H 5.787 -2.798 0.442
H 0.095 3.698 5.886
H -3.117 -0.898 1.644
C -3.044 1.526 1.616
C -0.842 -0.568 -3.401
H 4.163 -3.604 -0.561
C -1.950 1.453 2.600
H -2.025 -3.646 -2.945
H -3.405 2.393 1.164
C -1.388 -2.686 -0.078
H 6.561 -1.063 0.590
C 2.447 -0.908 0.533
C -1.351 -1.326 0.325
H -2.619 4.364 2.539
C -0.864 1.804 -3.446
S -1.877 2.733 -0.500
C 1.058 -1.657 0.314
C -2.278 3.995 3.496
C 2.083 -3.513 -0.633
C -0.313 -0.486 -4.686
H 6.116 -0.740 -1.794
N -2.231 2.414 3.763
C 3.414 -1.694 0.193
H -0.917 2.214 2.113
C 0.933 -3.079 -0.148
H -1.140 2.783 -2.974
H -1.964 -2.760 -4.704
H -0.048 0.102 1.107
H 5.351 -2.151 -1.949
C 6.019 -1.642 -1.398
C 3.330 -2.998 -0.452
H -0.233 4.395 2.860
H 0.379 2.742 -4.948
H 7.114 -2.050 -1.579
H 0.540 2.887 4.445
H -2.996 4.468 4.167
C -0.223 3.305 4.652
H 1.820 -4.631 -1.119
H -2.080 2.611 5.961
H -3.498 -1.227 -0.020
C -2.708 -0.793 0.699
C -1.348 2.284 5.039
C -0.800 4.447 4.070
H -1.736 0.602 3.041
```

Calculated values
- LUMO energy: -0.7 eV
- Multiplicity: 1
- HOMO-LUMO gap: 6.731 eV

=====

Q | DFT (wB97M-V/def2-TZVPD) results for C26H32N4O3S in the gas phase.

```
66
Properties=species:S:1:pos:R:3
H 6.380 -1.626 -0.027
O 4.345 1.651 0.064
C 0.086 1.515 -0.784
H -1.760 -0.751 2.440
H -0.988 1.390 -0.634
N -3.817 1.789 0.472
H -0.518 1.230 3.449
C -1.356 -1.052 -1.795
C 3.629 -3.271 1.011
H -1.916 -1.947 -1.534
H 0.504 -1.809 -1.009
H 3.254 -4.268 1.187
H 2.736 1.036 0.736
C -5.067 -2.159 0.502
H -5.395 -3.188 0.503
H -1.062 -1.119 -2.838
H 2.223 0.405 -4.094
N 0.700 0.232 -1.019
H 1.702 2.501 0.294
H 0.222 2.192 -1.636
N 0.522 1.434 1.673
C -3.500 -0.465 1.191
H -3.360 -2.531 1.731
C 2.802 -2.190 1.224
H 0.090 3.146 0.616
H 1.793 -2.350 1.565
H 5.945 2.789 -0.571
C -3.935 -1.797 1.187
H -7.743 -2.127 -0.261
C -7.048 -1.636 -0.941
C -2.679 2.263 1.086
C 4.933 -3.083 0.571
C 1.267 0.331 1.931
C -4.249 0.489 0.478
C 1.342 0.258 -3.473
S 0.867 -0.718 3.154
H -5.965 0.854 -0.750
C 0.658 2.225 0.466
H -4.363 2.477 -0.033
C 1.761 0.195 -1.998
N 2.416 0.203 1.210
H 0.657 1.085 -3.646
H -2.021 -0.199 -1.679
H 5.586 -3.927 0.414
H 0.860 -0.665 -3.782
H 2.423 1.041 -1.787
C -0.138 -0.935 -0.869
C -5.817 -1.210 -0.205
H 4.878 3.553 0.637
C -0.648 1.727 2.485
C -1.920 1.262 1.830
O -2.370 3.439 0.976
H -0.499 -0.951 0.165
O 6.386 0.726 0.024
C 4.911 2.918 -0.250
H -6.790 -2.351 -1.722
C 4.554 -0.688 0.520
H 4.316 3.359 -1.049
H -7.547 -0.787 -1.399
C -2.330 -0.026 1.876
H -0.699 2.810 2.629
H 2.336 -0.721 -1.830
C 3.241 -0.882 1.005
C 5.377 -1.804 0.328
C -5.401 0.107 -0.210
C 5.199 0.598 0.195
```

Calculated values
- LUMO energy: 0.2 eV
- SMILES: CCN(CC)CCN(Cc1cc2ccc(C)cc2[nH]c1=O)C(=S)Nc1ccccc1C(=O)OC
- Multiplicity: 1
- HOMO-LUMO gap: 7.899 eV

=====

R | DFT (wB97M-V/def2-TZVPD) results for C26H32N4O3S in the gas phase.

```
66
Properties=species:S:1:pos:R:3
H 3.997 -0.511 0.856
H -4.839 -0.092 2.696
C 3.317 -0.634 1.701
C -4.614 -0.874 0.726
H -4.976 -3.478 -3.252
H -2.851 4.018 0.452
N 2.303 0.392 1.592
C -4.405 -2.628 -3.617
O -0.615 1.130 4.574
C 4.255 -2.866 -1.460
C -2.778 -0.163 2.096
H 4.899 -3.556 -2.002
C -1.884 -0.510 1.069
C -3.495 -2.104 -2.518
H 1.493 1.556 3.151
H 3.268 -2.657 2.477
H 2.163 -1.238 -0.762
H 0.193 -0.551 0.500
C 1.513 4.845 -2.014
C -0.382 3.469 -0.522
H 4.600 -1.847 -1.641
H 0.536 2.049 1.222
C 2.281 1.263 0.549
C 1.419 0.544 2.726
C -0.035 0.256 2.441
C -0.493 -0.286 1.292
C 0.170 5.120 -2.174
C -2.613 2.986 0.176
N 2.862 -2.824 0.482
H -3.810 -2.938 -4.471
H -5.099 -1.852 -3.927
H 2.494 -4.028 -1.931
H 3.882 -0.461 2.624
S 3.345 1.138 -0.718
H -3.090 2.303 0.879
H 2.972 3.673 -0.975
H 4.391 -4.218 0.241
H -0.154 5.870 -2.879
H -1.823 4.672 -1.559
H -2.927 0.617 3.993
C 2.105 -2.331 -0.657
O -4.315 -1.718 -1.429
H 2.251 5.382 -2.590
H -2.988 2.780 -0.831
C 4.218 -3.153 0.043
H 1.056 -2.627 -0.549
H 1.755 -0.139 3.511
C -4.150 -0.355 1.908
C 2.786 -2.980 -1.854
C 2.748 -2.081 1.707
H 1.687 -2.051 1.974
O -1.234 2.732 0.273
H -2.920 -1.240 -2.880
N -2.278 0.370 3.255
H -5.669 -1.028 0.563
H -1.660 -1.290 -0.901
H 2.556 -2.473 -2.789
C -0.953 0.627 3.517
C -3.730 -1.221 -0.312
C -0.779 4.439 -1.424
C 1.924 3.882 -1.107
C -2.372 -1.039 -0.132
H -2.793 -2.886 -2.200
C 0.988 3.178 -0.367
N 1.312 2.217 0.594
H 4.980 -2.583 0.583
```

Calculated values
- LUMO energy: 0.0 eV
- SMILES: CCOc1ccc2[nH]c(=O)c(CN(CCN3CCCC3)C(=S)Nc3ccccc3OC)cc2c1
- Multiplicity: 1
- HOMO-LUMO gap: 7.780 eV

=====

Tell me which of them is the least stable. Sure, it is P.

=====

P | DFT (wB97M-V/def2-TZVPD) results for C34H43N9O4S4TeTi as an isolated structure.

```
96
Properties=species:S:1:pos:R:3
O -1.855 -4.572 0.397
C 4.922 -6.334 -0.115
H 4.793 5.372 3.491
C -1.071 -0.448 4.825
H 5.197 3.062 2.937
H -1.955 1.980 -4.249
O 3.275 0.020 -0.410
H 4.280 -8.072 -1.197
H -1.792 7.414 -2.405
O -0.772 -2.643 0.538
C 2.901 -6.449 -1.410
H -1.824 0.094 -1.395
H 1.099 -4.722 -2.580
C 2.574 1.941 1.122
H -4.576 3.065 -3.074
H 0.823 3.091 0.611
H 0.506 -4.705 -0.908
C -1.489 -3.572 -0.148
H 2.622 -2.897 1.042
C -2.841 -1.965 2.181
C -1.786 3.348 -1.313
H -0.295 5.416 -2.382
O 1.499 -0.509 1.211
C -2.596 2.278 -3.418
H 4.450 1.063 1.729
C -2.075 -3.139 3.941
H -2.418 -1.771 -2.994
N -3.595 -3.056 2.347
S 2.116 0.511 0.276
C 1.450 2.619 -3.833
C 0.800 1.454 -4.061
C -3.125 -3.795 3.420
C -0.891 5.675 -1.502
C -3.932 2.804 -3.914
C -0.187 1.076 2.768
H -4.429 -4.369 0.957
H -2.803 5.971 -2.507
C 4.054 -7.049 -0.928
H 1.600 5.111 1.781
H -2.741 1.418 -2.771
H 3.995 -2.320 0.080
C 3.818 1.941 1.767
C 3.137 -2.987 0.086
S -2.965 -0.746 0.993
N -1.900 -1.998 3.167
N -1.222 4.449 -0.780
H 0.109 1.662 1.916
H 5.325 -4.458 0.841
H -1.422 -3.385 4.759
H 0.520 1.073 -5.031
H -3.802 3.688 -4.540
H -3.216 -1.693 -1.428
N -0.651 -0.149 2.487
C 4.639 -5.018 0.217
N -1.879 3.287 -2.643
H -0.823 -3.439 -2.150
S 1.727 2.820 -2.155
H 0.300 2.573 4.202
H -4.932 -2.664 0.806
C 1.776 3.084 1.129
N -1.321 -0.805 -1.481
H -1.495 -1.064 5.604
H -2.469 -4.008 -1.957
C 1.347 -4.456 -1.554
H -0.430 1.129 6.125
H -3.571 -4.734 3.697
H -2.644 6.826 -0.976
C 4.238 3.062 2.435
C -4.709 -3.469 1.499
S -2.329 2.115 -0.264
Ti -0.316 -0.889 0.369
H 1.807 3.338 -4.552
H -1.589 4.100 -3.165
N 0.797 0.740 -0.586
N 3.856 5.325 3.130
C -0.503 0.782 5.104
C -2.263 -1.867 -1.918
H -5.577 -3.659 2.125
N 0.518 0.712 -2.937
H 2.228 -7.005 -2.051
C 3.484 -4.412 -0.261
H -1.335 4.509 0.219
C 0.939 1.314 -1.866
H 3.373 6.198 3.022
H 5.827 -6.799 0.252
H -0.621 -0.627 -2.213
C -1.150 -0.853 3.504
C -0.093 1.580 4.045
H -0.222 6.241 -0.854
C 2.612 -5.131 -1.076
C 3.444 4.225 2.456
C 2.207 4.215 1.785
H -4.436 2.047 -4.514
C -1.755 -3.264 -1.607
C -2.105 6.518 -1.872
Te 1.805 -2.369 -1.456
```

Calculated values
- LUMO energy: -5.9 eV
- Total charge: +2
- Multiplicity: 1
- HOMO-LUMO gap: 6.961 eV

=====

Q | DFT (wB97M-V/def2-TZVPD) results for C34H43N9O4S4TeTi as an isolated structure.

```
96
Properties=species:S:1:pos:R:3
N 2.293 -3.483 0.238
C 1.772 0.582 -4.603
C -4.621 -0.381 -0.515
C 3.470 2.292 -4.539
C 2.232 1.905 -6.561
N -2.687 -0.411 3.132
N -0.642 3.741 0.694
C 2.890 -4.675 0.583
C -3.397 -0.022 4.270
O -0.013 -3.123 -2.541
H 0.890 -1.396 -4.483
Te 2.121 -0.967 -2.142
H 1.426 6.228 -0.779
C -2.769 -4.064 -2.344
H 4.046 0.927 -2.189
H 0.040 5.716 0.829
C 0.257 3.140 -0.069
H 2.276 -6.713 1.135
C -0.384 4.987 2.834
H -5.998 -5.905 0.131
C -5.274 -0.938 0.574
H 3.770 3.391 -6.352
C -0.017 -0.237 5.500
H 0.310 -1.255 5.703
H -2.236 -3.223 0.925
C -4.507 -4.956 -0.921
H -0.438 5.985 3.270
H -0.184 0.289 6.435
C -0.656 5.063 1.341
H 0.002 -0.158 -3.598
C 0.993 -0.491 -3.891
C 2.406 5.855 -0.477
C 2.283 4.611 0.389
N 4.272 -0.859 -0.016
N -1.271 -0.243 4.748
C -2.515 0.068 5.274
S -0.359 1.749 -0.951
H 4.247 1.491 1.029
H -6.285 -1.317 0.484
N 0.115 -2.553 -0.039
H -4.309 -4.531 1.184
C 2.044 -5.699 0.849
H 3.968 -4.741 0.614
H -2.655 0.334 6.307
H 0.767 0.342 -6.485
H 3.991 1.113 2.726
C 3.207 2.607 -5.862
H 2.918 6.643 0.075
H 0.746 0.270 4.917
C 3.729 0.810 1.713
O -1.028 -1.115 -1.470
H 2.979 5.650 -1.382
H 1.855 4.830 1.359
C 4.164 -0.625 1.430
C -2.729 -3.648 0.058
C 1.520 0.895 -5.936
C -1.375 -0.542 3.437
C 2.263 1.064 1.573
C 2.753 1.279 -3.907
H -1.649 5.471 1.164
H 4.354 -1.853 -0.198
S -0.045 -1.095 2.535
H 1.997 3.024 -0.956
N -5.654 -5.664 -0.781
H -5.085 -1.417 2.666
S 0.427 -5.168 0.698
O 1.661 1.905 2.168
H -5.102 -0.288 -1.479
H -4.400 -5.231 -3.060
H -2.772 0.484 -1.172
C -3.316 0.047 -0.344
N -2.655 -0.027 0.813
H -4.452 0.183 4.248
H 3.428 -1.322 1.832
H -2.305 -3.963 -3.316
H 0.598 4.565 3.049
C 1.009 -3.616 0.249
H 3.268 4.184 0.580
H 2.452 1.609 -1.811
N 1.499 3.548 -0.257
H 4.244 2.827 -3.999
H 5.121 -0.430 -0.367
C -4.612 -0.997 1.788
H -1.495 3.208 0.776
C -3.320 -0.498 1.849
H 5.106 -0.808 1.953
H 2.035 2.140 -7.599
C -3.930 -4.779 -2.195
Ti 0.266 -0.524 -0.110
O 1.615 0.246 0.686
H -1.129 4.362 3.328
S -0.722 -2.610 -1.409
C 2.995 0.936 -2.462
C -3.881 -4.380 0.200
H -6.042 -6.164 -1.561
C -2.173 -3.488 -1.214
```

Calculated values
- LUMO energy: -5.6 eV
- Total charge: +2
- Multiplicity: 1
- HOMO-LUMO gap: 7.258 eV

=====

Tell me which of them is the least stable. Sure, it is Q.

=====

P | DFT (wB97M-V/def2-TZVPD) results for a 2-piece molecular cluster, C4H12N4O2 overall.

```
22
Properties=species:S:1:pos:R:3
N -1.755 -2.286 -0.717
H 0.076 3.230 0.509
C 0.221 2.168 0.695
H -0.063 1.952 1.723
H -1.217 -0.748 -1.977
H -2.113 -2.452 0.218
N 1.371 -1.247 0.842
H -2.566 -0.395 -0.876
H -0.910 -0.327 1.045
C -1.587 -0.874 -0.957
H -0.250 1.514 -1.298
O 1.530 -0.444 2.014
C -0.612 1.350 -0.284
H 2.291 -1.575 0.528
H 1.282 1.956 0.560
O 2.905 -0.260 -1.190
H -0.862 -2.760 -0.799
H -1.651 1.680 -0.231
N 1.816 0.095 -1.458
C -0.596 -0.161 0.002
N 0.677 -0.791 -0.171
H 2.012 0.375 1.821
```

Calculated values
- LUMO energy (spin up / spin down): -0.2 / -0.6 eV
- Multiplicity: 1
- HOMO-LUMO gap (spin up / spin down): 7.819 / 7.420 eV

=====

Q | DFT (wB97M-V/def2-TZVPD) results for a 2-piece molecular cluster, C4H12N4O2 overall.

```
22
Properties=species:S:1:pos:R:3
O 0.694 0.382 3.533
H 0.832 -0.675 -0.438
C -1.488 -0.915 -1.737
N -0.318 -0.402 1.223
C 0.142 0.134 -0.024
N 2.142 1.410 0.937
H -1.998 0.421 -0.169
H 2.447 0.493 0.853
N 0.129 1.176 2.883
C -1.135 0.277 -0.880
C 0.923 1.508 0.157
H 1.939 1.405 1.921
H 0.201 2.346 0.490
H -2.381 -0.890 -2.255
H -1.125 1.182 -1.666
H 1.447 -1.623 1.464
H 1.094 1.976 -0.850
H -0.804 -0.965 -2.612
N 0.498 -1.200 1.853
H -1.504 -1.812 -1.184
O -0.166 -2.128 2.660
H -0.483 -1.742 3.429
```

Calculated values
- LUMO energy (spin up / spin down): -0.2 / -0.1 eV
- Multiplicity: 1
- HOMO-LUMO gap (spin up / spin down): 7.144 / 7.216 eV

=====

Tell me which of them is the least stable. Sure, it is Q.

=====

P | DFT (wB97M-V/def2-TZVPD) results for a 3-piece molecular cluster, CH10NO2 overall.

```
14
Properties=species:S:1:pos:R:3
H 2.234 2.636 0.662
H 0.920 0.321 -0.045
H 0.568 -1.423 1.484
H 2.894 1.633 1.662
H -1.849 0.321 -2.585
H -0.351 0.760 0.802
C -0.145 -1.362 0.625
N -0.058 0.051 0.133
H -0.710 0.059 -0.701
H -2.771 -0.653 -1.770
O 2.296 1.708 0.919
H -1.144 -1.550 0.983
O -1.860 -0.424 -1.969
H -0.024 -2.079 -0.201
```

Calculated values
- LUMO energy: -3.2 eV
- Total charge: +1
- Multiplicity: 1
- HOMO-LUMO gap: 12.666 eV

=====

Q | DFT (wB97M-V/def2-TZVPD) results for a 3-piece molecular cluster, CH10NO2 overall.

```
14
Properties=species:S:1:pos:R:3
H 0.521 0.870 0.288
C -0.538 -0.825 0.786
H -0.014 -2.006 -2.726
O 0.078 -1.047 -2.649
H -1.513 -0.527 0.434
H -0.531 2.571 2.208
H -0.295 -0.599 1.814
H -0.417 -1.903 0.646
H 0.357 -0.288 -1.041
H -0.601 -0.689 -3.232
N 0.513 -0.101 -0.039
O 0.136 2.201 1.618
H 1.424 -0.476 0.223
H 0.880 2.818 1.671
```

Calculated values
- LUMO energy: -3.2 eV
- Total charge: +1
- Multiplicity: 1
- HOMO-LUMO gap: 13.045 eV

=====

Tell me which of them is the least stable. Sure, it is P.